(1)
A cluster of 10 separate species, C30H45N9O2PS in total, computed with ωB97M-V with the def2-TZVPD basis set.

XYZ file:
```
88
Properties=species:S:1:pos:R:3:forces:R:3:lowdin_charge:R:1
H 1.987606 -1.788239 2.001295 0.070 0.038 0.043 0.133
C -7.502778 0.004890 -1.504506 -0.113 0.120 0.432 -0.069
H -4.500679 1.752308 4.798090 0.020 0.089 0.141 0.085
H -3.083293 -0.347242 -0.325133 0.145 0.196 0.077 0.086
H 4.573187 -0.786605 3.191859 1.505 -1.022 0.264 0.130
N 7.225407 -6.204228 -1.369927 -0.207 0.049 0.116 0.130
S 1.748682 -4.627589 1.673225 0.491 -0.896 1.170 0.944
N -1.247123 4.655307 0.164103 0.047 0.048 0.004 0.124
H 1.089065 -2.990956 0.054066 -0.093 -0.108 0.122 0.078
N -6.777441 -0.382911 -3.973765 -0.002 -0.037 0.001 0.128
H -8.946848 -2.612401 -5.252433 -0.081 -0.103 -0.047 0.075
H -6.892573 0.775774 -1.033362 0.067 -0.011 -0.101 0.049
C -3.749016 2.431404 4.396403 -0.188 -0.248 -0.328 -0.079
N 6.173917 0.252317 1.134581 -0.094 -0.068 -0.012 0.135
H 4.399573 -3.197919 -1.199482 -0.236 -0.062 0.072 0.031
C 7.680590 -5.270671 -0.879374 -0.022 0.113 0.091 -0.281
C -2.835169 0.008615 0.679424 0.077 -0.295 0.257 -0.050
O 2.944314 -1.450451 3.829222 -1.907 0.350 -1.529 -0.037
H 5.299773 1.512119 -1.624984 0.051 -0.174 0.105 0.046
H -2.788111 7.411875 0.364208 -0.008 -0.132 -0.025 0.088
H 3.951339 -1.276743 1.805277 -0.352 1.104 0.798 0.046
H -2.921330 -0.487985 3.375576 -0.063 0.014 -0.355 0.109
H 3.613008 -1.654381 -5.629795 0.037 0.117 0.090 0.089
H 3.496083 -4.058796 3.195118 -0.378 -0.632 0.124 0.092
H -1.023311 -1.768416 -0.233050 0.019 -0.089 0.156 0.134
H -3.046876 3.431269 -1.422808 0.001 -0.083 0.151 0.071
N -9.211873 -5.122647 -7.164325 0.015 0.002 0.012 0.123
C 5.251173 1.935515 -0.622197 -0.108 0.328 -0.340 -0.075
H -2.249501 0.934552 0.631937 -0.121 -0.125 -0.181 0.090
H 9.147270 -4.313422 0.297461 -0.028 -0.133 -0.044 0.090
H -1.426755 7.534392 1.469280 0.051 -0.139 0.016 0.091
C -4.008076 3.808089 -1.079019 0.047 0.239 -0.461 -0.073
H 4.828586 -2.858460 0.485920 -0.199 0.081 -0.066 0.039
H -4.216718 2.995441 3.589882 0.036 0.096 0.068 0.075
C 2.453318 -3.748927 3.098319 0.124 2.266 -0.481 -0.311
H -1.183782 7.807435 -0.256877 -0.360 -0.573 0.308 0.016
C 0.698355 9.389009 -0.548069 0.035 0.207 -0.070 -0.244
H -3.770460 0.245134 1.189082 0.127 -0.012 -0.096 0.047
C -8.244521 -3.015674 -5.980397 0.153 0.318 0.175 -0.094
C 4.549203 -1.393842 -3.758028 0.008 0.027 -0.044 -0.265
N -5.160087 2.135031 0.545841 -0.065 0.050 -0.040 0.141
H -3.828049 4.761395 -0.589976 -0.047 -0.084 0.144 0.058
H 5.825318 2.861348 -0.620483 0.075 -0.065 0.138 0.086
H -8.543238 0.320304 -1.436569 0.003 -0.013 -0.175 0.086
C 4.137497 -1.737242 2.838233 -0.601 0.655 -1.604 -0.040
H 2.694093 10.016202 -0.804278 -0.140 0.057 -0.031 0.088
H -0.119005 -3.638697 3.510088 -0.149 0.038 -0.111 0.097
H -1.642913 -2.163413 4.626713 -0.160 0.119 -0.145 0.121
H 5.142969 -6.029771 0.501422 -0.043 -0.221 0.230 0.050
C 5.766848 0.997586 0.361873 0.007 -0.016 -0.055 -0.268
N -2.812095 4.010783 6.240255 0.015 -0.007 -0.018 0.130
H 4.888370 -2.814779 -5.279690 0.082 0.074 0.099 0.090
C -1.165616 -1.877243 0.843500 0.224 0.070 -0.853 -0.010
H 7.527702 -3.646860 0.463092 -0.069 -0.106 -0.027 0.074
H 1.885544 -3.822310 4.025656 -0.084 -0.520 -0.241 0.097
C -3.225142 3.314113 5.428025 -0.006 -0.019 -0.008 -0.282
H 2.404995 9.062296 0.646040 -0.146 0.029 0.022 0.087
C -2.067425 -1.038923 1.455620 -0.650 0.690 -0.189 -0.247
H 3.326871 -2.955749 -4.480519 0.022 0.062 0.116 0.082
C -4.651587 2.869775 -0.175220 -0.026 0.073 0.015 -0.252
N 4.926680 -0.717046 -2.910984 -0.069 -0.085 0.046 0.147
H 8.471517 -3.316500 -0.985378 -0.050 -0.097 -0.090 0.089
C 4.071500 -2.245339 -4.838086 -0.104 -0.233 -0.301 -0.061
P 3.401734 -4.824523 0.255937 -0.060 -0.465 -2.240 0.754
C 0.538237 -3.649291 0.735981 -0.078 0.660 -0.233 -0.337
C -7.101655 -0.211578 -2.886239 -0.008 -0.015 0.022 -0.277
C -2.248015 -1.139618 2.825537 -0.183 0.200 0.690 -0.030
C 4.002225 -3.135994 -0.181838 0.326 -0.116 1.042 -0.274
C 2.129753 9.176035 -0.401856 0.413 -0.066 0.055 -0.057
H -4.624646 3.998044 -1.957896 -0.142 -0.143 0.090 0.089
H 2.448997 8.277927 -0.929419 -0.146 -0.005 -0.042 0.085
C -1.456564 5.776563 0.302620 0.034 0.011 0.115 -0.275
H -2.957213 1.826375 3.955531 0.113 0.111 0.088 0.060
H 4.211500 2.188903 -0.416866 0.021 -0.086 0.124 0.084
H -0.029781 -4.350301 0.113929 0.394 -0.266 0.234 0.114
C 8.232801 -4.080190 -0.246135 0.220 0.301 0.118 -0.060
C -0.650567 -2.907312 2.906679 0.501 -0.762 0.641 -0.067
O 4.590024 -5.522709 1.123633 -0.338 0.741 0.127 -0.319
C -1.544295 -2.066466 3.550084 0.325 -0.375 0.292 -0.044
H 3.227083 -2.366016 -0.125740 0.108 -0.108 -0.176 0.034
C -8.785484 -4.193725 -6.643212 -0.004 0.019 0.010 -0.289
H -8.022892 -2.224505 -6.694979 -0.043 -0.087 -0.083 0.080
H -7.321186 -3.247522 -5.451828 -0.020 -0.108 -0.049 0.073
C -1.725566 7.195736 0.477787 -0.035 0.252 -0.141 -0.078
H -7.397099 -0.904407 -0.914033 0.055 -0.065 -0.140 0.084
N -0.431275 9.559679 -0.663509 0.378 0.343 -0.131 0.140
C -0.437393 -2.821966 1.552242 0.126 0.192 -0.218 -0.284
C 2.612318 -2.225041 2.781618 1.453 -1.475 2.271 -0.367
```
Forces are in eV/Å.

As for the total charge: +1. Its LUMO energy is -2.72 eV. The calculation puts the max |F| at 0.0598 Eh/bohr.



(2)
A structure of composition C30H45NO2P2Tc, computed with ωB97M-V with the def2-TZVPD basis set.

XYZ file:
```
81
Properties=species:S:1:pos:R:3:forces:R:3:lowdin_charge:R:1
C 2.546674 -2.302016 6.949371 -0.827 -0.386 -0.562 -0.015
H -0.229974 -3.960075 -3.477169 -0.778 0.008 0.455 0.066
C -3.377932 1.658113 -4.353360 -1.000 -0.520 -0.645 -0.153
H 1.629898 3.205669 -2.974908 0.355 -0.005 0.099 0.048
H -5.433736 0.748299 -4.136083 0.463 0.116 -0.496 0.120
C 3.202607 -0.019478 6.477461 -0.141 0.495 -0.478 -0.185
H 2.043603 -0.249136 -4.423704 -0.277 -0.291 -0.328 0.085
H -1.034721 -0.365644 -1.762179 -1.450 0.587 -0.165 0.050
H -2.307419 2.020219 -0.759422 -0.058 -0.052 -0.256 0.116
H 4.761823 1.364789 5.879042 -0.171 -0.093 0.071 0.099
C 4.139620 1.126034 6.749893 0.260 0.247 0.128 -0.030
H 1.972689 2.688520 -4.646986 0.416 -0.075 0.616 0.048
C 0.962875 -0.219053 -4.644031 -0.137 0.598 0.365 -0.371
H -1.735210 0.317867 -3.207314 -0.274 0.389 1.062 0.038
C -4.535313 0.942002 -3.542753 -0.290 0.419 -0.517 -0.148
C 3.350319 -1.192267 7.218056 -0.076 0.274 -0.248 0.032
H 2.163102 -3.371601 -4.068735 0.489 -0.073 0.089 0.055
C 0.973024 -2.950864 -0.036023 0.420 -0.939 0.350 -0.262
C 1.589070 -2.243873 5.937010 0.992 -0.933 0.824 0.027
H -0.540636 1.729880 -0.928770 -0.998 0.045 -0.685 0.113
P 0.812388 -2.059137 -2.593116 -1.628 -2.075 -3.515 0.577
O -0.635398 -0.843289 0.334880 1.424 0.814 0.243 -0.089
H 0.937166 -3.094390 5.752875 0.162 0.103 -0.047 0.129
H -3.266239 -0.925656 -0.977035 -0.121 -0.588 -0.405 0.108
H 2.444750 -3.774528 -2.346153 0.263 0.040 -0.249 0.038
C 1.831453 2.344856 -3.613454 0.166 -0.124 0.259 -0.248
C -1.531446 1.705801 -1.466141 0.570 0.066 -0.636 -0.209
C -1.868528 0.336988 -2.101702 -0.454 -1.168 0.558 -0.270
C 0.250575 -1.477710 -4.280814 0.667 -0.246 0.798 -0.403
H -0.872724 0.259126 5.842387 -0.017 0.051 -0.179 0.137
H -4.898301 1.663762 -2.796776 0.097 -0.229 -0.088 0.122
H -1.474151 -2.773528 -2.766089 0.409 -0.652 0.052 0.047
C 2.047212 1.284385 4.643092 0.282 0.648 -0.256 0.001
H -4.790820 -1.201191 -2.937139 -0.589 0.502 0.435 0.119
H -0.397624 3.128844 -5.096736 -0.040 -0.084 -0.052 0.053
C -2.655634 2.668890 -3.513414 -1.566 0.052 -1.153 -0.019
H -3.229222 3.619117 -3.541531 1.031 -0.068 -0.198 0.161
H 2.904156 1.952214 4.725465 -0.068 -0.081 -0.026 0.086
N 0.583809 -1.078154 4.059813 0.457 -0.273 1.937 0.201
H -2.793509 0.857786 -4.844951 0.124 0.648 0.493 0.110
C -2.298423 1.878788 3.230596 -0.490 0.498 -0.385 -0.034
H 1.399015 -2.887010 0.960441 0.347 0.092 0.393 0.005
C -1.067430 0.557741 4.812905 0.025 -0.145 0.462 -0.004
C 2.318251 -2.963453 -3.066745 -0.102 -0.141 -0.143 -0.232
H 4.823624 0.860089 7.555681 -0.039 0.011 -0.028 0.085
C -3.263255 -0.282801 -1.853140 2.637 -0.751 0.533 -0.065
H 2.676573 1.754576 -3.268575 0.336 0.388 0.186 0.041
H 0.614812 -2.279620 -4.923414 -0.470 -0.042 -0.256 0.083
H -3.055855 2.647946 3.002949 0.477 -0.488 0.223 0.129
H 4.108374 -1.206388 8.001624 -0.236 -0.203 -0.189 0.137
H -1.854758 1.510960 1.129362 0.107 -0.186 0.760 0.098
C -2.026249 1.529051 4.545722 0.283 -0.292 -0.234 -0.032
H 2.692672 -3.203119 7.538106 -0.254 0.092 -0.136 0.126
H -0.948941 1.583208 -5.803012 0.069 0.036 0.302 0.049
C -0.379693 -0.082938 3.785053 -0.225 1.087 -1.044 -0.194
Tc 1.340969 -1.092972 -0.823200 -1.975 1.671 2.931 0.971
H -2.568471 1.986650 5.359976 0.021 0.032 0.028 0.122
H 1.901828 1.047404 3.582432 0.049 0.058 0.184 0.091
H 0.768047 0.033659 -5.694380 0.445 -0.005 0.381 0.082
P 0.371872 1.247044 -3.595893 0.358 1.312 -3.622 0.999
H 3.642609 2.054152 7.053034 -0.111 -0.224 -0.109 0.101
H -0.019264 -3.394912 0.134048 0.102 0.684 -0.364 0.031
H -0.854220 -1.426259 -4.308026 0.592 0.114 -0.202 0.083
C -1.638882 1.252486 2.176344 0.398 -0.481 -0.065 0.016
H 0.768527 2.028059 -5.857039 -0.622 0.065 0.093 0.045
H 3.179065 -2.277114 -3.029106 -0.089 -0.399 -0.167 0.051
C -1.559077 2.613708 -2.682174 1.992 0.419 0.953 -0.124
H -0.821964 3.451081 -2.812308 -1.014 -0.299 0.763 0.133
O 1.329871 -0.306731 1.166170 -1.427 0.492 2.177 -0.156
C 2.241442 0.055694 5.456951 0.485 0.814 0.446 -0.128
C -4.173235 -0.312786 -2.813820 -0.653 0.137 0.441 -0.095
H 0.318401 -1.990162 3.706519 0.280 -0.160 0.012 0.173
C -0.526466 -3.328798 -2.618006 0.731 0.082 0.464 -0.210
C -0.668000 0.276271 2.441476 -0.208 -0.205 0.775 -0.058
C 0.046093 -0.357060 1.304183 1.414 0.051 -1.865 -0.562
H -0.514538 -3.866680 -1.660794 -0.357 -0.129 -0.776 0.024
H 1.166509 1.844347 4.982634 0.226 -0.065 -0.052 0.103
H -3.869318 2.219012 -5.191405 0.413 -0.351 0.787 0.140
H 1.543865 -3.695545 -0.582735 0.128 -0.380 0.116 -0.005
C -0.145452 2.074320 -5.242494 -0.235 0.167 -0.060 -0.251
C 1.462787 -1.073480 5.167164 -1.496 -0.510 -1.362 -0.152
```
Forces are in eV/Å.

As for the total charge: +2. The spin multiplicity is 4. Its LUMO energy (spin up / spin down) is -6.07 / -8.37 eV. The value obtained for the relative energy (zero: lowest compared OMol25 entry of this formula, charge and spin) is 2.2537 eV. The calculation puts the max |F| at 0.0855 Eh/bohr.



Question: Which of these has the highest total charge?
Answer: C30H45NO2P2Tc



Question: What is the formula in the first record?
Answer: C30H45N9O2PS



Question: The highest max |F| belongs to which entry?
Answer: C30H45NO2P2Tc



Question: max |F| of number 2 (C30H45NO2P2Tc)?
Answer: 0.0855 Eh/bohr